This record from OMol25 describes a structure of composition C24H52O3P2Pt in a non-equilibrium geometry. The level of theory is ωB97M-V with the def2-TZVPD basis set.

Each line ends with the Löwdin spin population.
Geometry (Å):
Pt (0.16062, -0.40895, -0.73275)  0.7809
P (1.12673, -1.98908, 0.83832)  0.2678
P (-0.57153, 1.30894, -2.16945)  0.2609
O (-2.45988, -1.94674, -1.02213)  0.1457
O (-1.16177, 1.30203, 2.79911)  0.6207
O (1.63929, 1.72781, 0.84380)  0.2035
C (1.52627, 3.18262, -2.47560)  0.0036
C (-1.99266, 2.51637, 4.74290)  0.0111
C (-1.89631, 2.44882, 2.33289)  0.0836
C (-1.08980, -2.22479, 2.57182)  0.0102
C (3.22908, -2.46690, -0.90412)  0.0150
C (1.45769, 0.30896, -3.85219)  0.0521
C (-0.94344, -0.36516, -4.37005)  0.0070
C (1.13441, -3.94781, -1.08814)  0.0129
C (-2.41490, 1.42320, -2.30416)  0.0919
C (-3.16700, 1.73247, -1.00043)  0.0104
C (2.09767, -3.20024, -0.17723)  0.1014
C (-0.33960, 3.90214, -0.95281)  0.0033
C (-1.21290, 1.28447, 4.23971)  0.0954
C (-1.39284, -1.48531, -1.04679)  0.2074
C (1.76432, -0.72641, 3.29881)  0.0036
C (0.42857, -4.23512, 2.38682)  0.0413
C (-2.18484, 3.40609, 3.47904)  0.0114
C (-0.15335, -3.03066, 1.66034)  0.0603
C (-2.78523, 2.43309, -3.39843)  0.0512
C (-0.02015, 0.75846, -3.86203)  0.0642
C (3.30753, -2.56542, 2.60284)  0.0218
C (1.21409, 0.86255, 0.17231)  0.2935
C (0.02661, 3.08382, -2.18832)  0.0235
C (2.36728, -1.46115, 2.10235)  0.0253
H (-0.76896, -3.41107, 0.82961)  0.0001
H (2.56285, -0.14387, 3.80200)  0.0005
H (0.07090, 4.91661, -1.06947)  0.0001
H (0.87771, -3.96028, 3.34428)  0.0005
H (-1.41990, 3.04467, 5.52377)  0.0015
H (-2.84154, 2.11197, 1.89531)  0.0523
H (-4.25002, 1.65772, -1.20920)  0.0025
H (-1.66739, 0.33193, 4.56373)  0.0440
H (1.35622, -2.03864, -2.82589)  0.0278
H (-1.14552, -1.06254, -3.54455)  0.0045
H (-2.91909, 1.01360, -0.20384)  0.0079
H (1.77074, 2.82300, -3.48036)  0.0001
H (-1.24792, -1.18511, 2.24508)  0.0076
H (-3.86124, 2.32118, -3.60611)  0.0160
H (1.68726, -4.44840, -1.89345)  0.0024
H (1.16298, -4.78467, 1.79481)  0.0012
H (-2.07547, -2.72324, 2.59089)  0.0001
H (1.66326, -0.26793, -2.93024)  0.0270
H (-0.72975, -2.19899, 3.61368)  0.0009
H (1.65803, -0.34668, -4.71604)  0.0078
H (-1.89614, 0.02734, -4.75166)  0.0003
H (0.61963, -2.10933, -3.04891)  0.0253
H (-2.71879, 0.40702, -2.61541)  0.0003
H (-2.97981, 2.75731, -0.63423)  0.0007
H (2.55521, -3.93198, 0.50719)  0.0199
H (0.97573, -0.01747, 2.99628)  0.0009
H (0.51597, -4.68420, -0.55571)  0.0004
H (-2.22012, 2.26810, -4.32882)  0.0014
H (2.10669, 2.63129, -1.72213)  0.0023
H (-0.46134, -0.92155, -5.18452)  0.0014
H (-0.13720, 1.64458, -4.51790)  0.0113
H (-1.50704, 4.26395, 3.46981)  0.0033
H (3.78276, -3.16416, -1.55026)  0.0022
H (3.85300, -3.05783, 1.79003)  0.0009
H (3.95178, -2.02255, -0.20418)  0.0004
H (2.77749, -3.33594, 3.17722)  0.0016
H (-0.18606, 1.33882, 4.63413)  0.0526
H (2.19506, 1.12237, -3.84766)  0.0013
H (-0.49714, 3.52204, -3.05517)  0.0118
H (0.41709, -3.24802, -1.53358)  0.0100
H (1.34951, -1.42501, 4.05252)  0.0008
H (-0.38409, -4.93717, 2.60530)  0.0137
H (1.84577, 4.23455, -2.44535)  -0.0001
H (-1.32209, 2.90822, 1.51996)  0.0264
H (2.97902, -0.72153, 1.56182)  0.0073
H (2.84223, -1.65465, -1.53214)  0.0104
H (-2.60676, 3.47001, -3.06848)  0.0013
H (-1.42117, 4.01419, -0.81740)  0.0003
H (-2.94515, 2.21077, 5.18669)  0.0047
H (4.05245, -2.12053, 3.28053)  0.0008
H (0.10307, 3.47534, -0.04357)  0.0017
H (-3.21666, 3.77865, 3.42515)  -0.0006

As for the energy relative to the best compared isomer or geometry (same formula, charge and spin): 17.7 kJ/mol. The charge is +4. The electronic energy comes out at -1971.52055 Eh. The orbital gap (alpha / beta) is 6.10 / 4.49 eV. Its multiplicity is 5.

This record from OMol25 describes a cluster of 5 separate species, C24H53F2N5O9PS4 in total. The level of theory is ωB97M-V with the def2-TZVPD basis set.

Each line ends with the Mulliken charge.
Geometry (Å):
S (4.33632, 1.24894, -0.34447)  1.1380
S (0.67850, -1.11401, -2.02688)  1.0488
S (5.31510, 3.40203, 3.79414)  1.2552
S (-3.23659, 2.66120, -6.00557)  1.1596
P (-2.88266, -4.51799, -0.06466)  0.3195
F (-5.06223, -1.61433, -0.79205)  -0.4582
F (-3.81225, -3.84552, 2.75403)  -0.3013
O (3.51098, 1.67617, 0.76545)  -0.6468
O (4.66774, 4.65226, 3.49597)  -0.7249
O (-5.56455, -0.13241, 1.43774)  -0.3249
O (-3.18081, 3.83022, -5.16779)  -0.6705
O (6.34811, 2.90266, 2.91603)  -0.6894
O (1.03279, 0.11240, -2.69080)  -0.6684
O (-0.73981, -1.44671, -1.90255)  -0.8092
O (-3.87800, 2.71431, -7.29102)  -0.6632
O (4.53054, -0.17210, -0.55247)  -0.7120
N (-3.54191, -1.13055, 0.83582)  0.8235
N (-1.69840, -1.03034, 3.19862)  -0.7019
N (-2.68253, -4.80732, -1.56221)  -0.7157
N (-2.16000, -2.98999, 0.38515)  0.3317
N (-2.31883, -2.19428, 2.60024)  0.6492
C (-3.04267, 0.10155, -5.44249)  -0.7565
C (1.41678, -1.22547, -0.40668)  0.9198
C (4.60971, 1.33130, 5.23341)  -0.6721
C (-1.60244, 0.63367, -5.42604)  -0.0877
C (5.91004, 2.10816, -0.28446)  -0.3316
C (5.07989, 2.38317, 6.24857)  -0.6574
C (-6.43093, -0.94816, 2.22107)  -0.6684
C (-1.58952, 1.95601, -6.20028)  -0.7996
C (4.09677, 2.11046, 4.02694)  -0.3160
C (1.53354, -2.51693, -2.74845)  -0.8781
C (-2.40293, -3.53830, 4.67301)  -1.4721
C (-3.17391, -2.90005, 3.55137)  0.7002
C (4.50045, 3.33025, -1.90718)  -0.7813
C (1.86183, -2.68095, -0.30327)  -0.6578
C (-2.73382, -2.08431, 1.24400)  -0.6326
C (5.95099, 2.97999, -1.54579)  -0.7321
C (-3.90488, 0.52600, -1.01989)  -0.3371
C (2.49412, -3.01601, -1.66027)  -0.6192
C (-2.51534, 1.15043, -0.80140)  -0.7927
C (-3.92775, 1.28820, -5.07942)  -0.4678
C (-4.23756, -0.19344, 1.77054)  -1.0927
C (-3.87711, -0.93909, -0.60786)  -0.1884
C (5.93428, 3.40201, 5.48609)  -0.6978
C (3.71677, 2.02164, -1.83411)  -0.6319
H (-2.36588, 2.03768, -1.41519)  0.5104
H (3.83540, 0.68732, 5.64790)  0.3818
H (-2.20074, -5.34564, 0.82180)  0.1166
H (-3.12982, -1.45833, -1.20244)  0.3838
H (5.84970, 4.41499, 5.86995)  0.3505
H (-2.22286, -2.81719, 5.47177)  0.3546
H (-4.17154, -4.39582, 0.46022)  0.0608
H (2.56834, -2.80808, 0.51423)  0.4417
H (5.91515, 2.69037, 0.63582)  0.0528
H (-6.09000, -1.99289, 2.22379)  0.2268
H (-2.98387, -4.37878, 5.05638)  0.4203
H (6.69594, 1.35851, -0.24342)  0.4522
H (-4.07183, -0.55926, 2.78094)  0.7478
H (-1.44210, -0.36321, 2.47864)  0.3044
H (-1.28314, 0.80745, -4.39579)  -0.0983
H (3.14830, 2.60522, 4.23498)  0.3355
H (-0.87275, 2.67564, -5.81393)  0.3923
H (-6.48757, -0.56261, 3.24379)  0.3093
H (0.77425, -3.25210, -3.01219)  0.4076
H (-1.43126, 1.81486, -7.26734)  0.3620
H (4.42306, 3.77633, -2.89694)  0.3839
H (-3.17647, -0.72605, -4.74555)  0.3193
H (-1.78141, 0.38473, -1.07356)  -0.0163
H (4.02811, 1.54306, 3.10211)  0.1107
H (-4.12386, 0.49075, -2.09368)  0.1236
H (1.00269, -3.33033, -0.11400)  0.2102
H (-1.81332, -2.57583, -0.49744)  0.1452
H (-1.43711, -3.90215, 4.31268)  0.3506
H (2.27635, -0.56275, -0.38331)  -0.7877
H (6.40971, 2.42738, -2.36760)  0.2790
H (2.63952, 2.13793, -1.74508)  0.3683
H (-2.33439, 1.43079, 0.24054)  0.2823
H (-2.37389, -0.56162, 3.80535)  0.3363
H (2.03795, -2.16457, -3.64454)  0.4434
H (-7.41558, -0.89976, 1.75738)  0.3020
H (0.68381, -0.92442, 0.34088)  0.0941
H (4.09764, 4.04318, -1.18528)  0.3360
H (5.44702, 0.69730, 4.93479)  0.3157
H (-3.30016, -0.25854, -6.44009)  0.3723
H (-4.71985, 1.07475, -0.54426)  0.3801
H (-4.97402, 1.18222, -5.35560)  0.5293
H (-3.53479, -4.84788, -2.10461)  0.2539
H (-3.78250, 0.79614, 1.65714)  0.2529
H (2.67233, -4.08362, -1.77014)  0.4126
H (3.45272, -2.50350, -1.74660)  0.2535
H (5.64683, 1.93669, 7.06342)  0.3386
H (-0.90532, -0.07938, -5.86332)  0.4385
H (4.21316, 2.88201, 6.68557)  0.2940
H (-3.84184, 1.55281, -4.02543)  -0.0250
H (6.98123, 3.10984, 5.43718)  0.3551
H (3.94923, 1.35666, -2.66556)  0.3930
H (-3.95931, -2.22689, 3.93533)  0.2566
H (6.55049, 3.87115, -1.37278)  0.3967

The charge is +1. The electronic energy comes out at -4030.70160 Eh. The orbital gap is 7.92 eV.